# 1
Below is C10H18B3N2O7S as an isolated structure at a distorted geometry, with properties calculated with ωB97M-V with the def2-TZVPD basis set.

```
! wB97M-V def2-TZVPD RIJCOSX def2/J DEFGRID3
* xyz -1 1
O 4.191 -1.351 -0.319
C -3.680 -0.413 -0.580
H -2.312 2.768 0.819
B 3.555 -0.217 0.191
O -4.827 -1.077 -0.930
O 3.352 -2.461 1.634
N -3.397 -1.161 -2.599
H -0.497 0.536 -1.895
H 1.212 -0.691 -0.980
H -1.232 0.088 1.789
H -1.153 2.698 -1.397
H 2.915 1.818 -0.470
S -3.479 0.367 0.962
B 3.517 -2.449 0.261
C 1.251 0.353 -0.655
C -4.575 -1.491 -2.181
C -0.120 2.545 -1.056
H -5.268 -2.038 -2.798
C 2.746 0.771 -0.738
B 3.088 -1.219 2.151
C -0.096 -2.554 1.081
O 1.139 -2.409 1.032
H 0.926 1.336 -2.510
O 3.641 -0.061 1.578
H 2.370 -1.068 3.090
H -0.091 3.763 0.698
H 3.051 0.550 -1.766
C -1.435 2.195 1.127
H -1.293 0.267 0.053
H 0.726 2.250 0.976
H -1.322 2.409 2.199
C -1.669 0.681 0.986
N -2.831 -0.459 -1.557
O -0.983 -2.273 0.250
O -0.599 -3.119 2.268
C -0.135 2.689 0.470
H -1.533 -3.100 2.015
H 0.448 3.351 -1.528
H 0.913 0.329 0.381
H 3.138 -3.313 -0.458
C 0.346 1.162 -1.595
*
```

For the frontier orbital gap, the calculation gives 7.922 eV. The value obtained for the max |F| is 1.574 eV/A. For the LUMO energy, the calculation gives 0.09992 Ha.


# 2
Below is a 4-piece molecular cluster, C9H26NO5P2 overall at a distorted geometry, with properties calculated with ωB97M-V with the def2-TZVPD basis set.

```
! wB97M-V def2-TZVPD RIJCOSX def2/J DEFGRID3
* xyz 1 1
O -1.365 0.235 2.302
H 3.950 3.700 2.097
H -2.186 -0.264 2.192
H -4.457 -4.784 -1.917
C -2.460 -4.045 -2.253
H -2.320 1.708 3.380
H -1.807 0.674 5.610
H 1.325 -2.612 -2.230
H 2.294 1.580 -0.900
H -0.570 1.580 3.626
H -2.626 -0.496 4.554
H 4.649 4.131 0.527
C 1.831 -0.363 -1.946
P 0.187 1.996 -2.287
H -1.438 -4.427 -2.334
O 3.630 2.356 0.570
H 6.297 2.261 0.741
H 5.612 1.821 2.297
H 6.440 3.381 2.112
H -2.287 -3.570 -0.367
C 4.474 3.308 1.221
C 5.785 2.661 1.619
C 1.831 1.196 -1.875
H -3.412 -5.898 -2.824
H -0.889 -0.609 4.794
C -3.441 -5.173 -2.008
H -3.479 1.493 -2.652
O -1.336 -0.797 -1.666
H -2.182 -1.274 -1.436
O -2.303 1.479 -0.448
O -2.514 -3.102 -1.181
H 0.102 3.178 -1.465
H 0.109 2.333 -3.683
N -2.627 1.038 -3.032
H -2.705 -3.519 -3.177
H 2.565 1.538 -2.687
C -1.716 0.096 4.688
C 1.748 -1.582 -2.051
P -1.602 0.836 -1.834
C -1.489 1.007 3.499
H -1.876 0.985 0.302
H -3.211 -5.690 -1.072
H 3.471 1.634 1.192
*
```

For the frontier orbital gap, the calculation gives 8.853 eV. The value obtained for the max |F| is 6.340 eV/A. For the LUMO energy, the calculation gives -0.13437 Ha.


# 3
Below is a 10-piece molecular cluster, C35H87N3O10 overall at a distorted geometry, with properties calculated with ωB97M-V with the def2-TZVPD basis set.

```
! wB97M-V def2-TZVPD RIJCOSX def2/J DEFGRID3
* xyz 1 2
H 27.075 -10.072 20.672
C 28.533 -12.486 13.338
H 32.589 -2.379 12.531
C 31.271 -3.315 14.309
O 23.019 -6.556 20.950
H 25.144 -7.862 13.120
H 25.120 -11.166 19.459
C 23.491 -6.575 22.241
H 34.731 -6.801 11.017
C 31.734 -9.880 13.203
H 25.478 -6.809 23.021
H 25.789 -9.179 17.952
H 32.256 -2.934 14.579
O 28.305 -8.640 11.637
C 22.967 -3.467 12.442
C 32.809 -11.235 15.132
H 22.321 -7.628 18.624
H 30.611 -14.042 14.558
H 27.035 -10.228 10.795
H 31.157 -8.962 13.095
H 31.358 -3.871 10.075
O 28.309 -6.948 14.943
H 28.326 -13.164 12.510
C 31.276 -9.302 15.652
C 25.946 -11.750 19.865
H 30.513 -12.333 11.248
C 30.360 -11.537 11.976
H 22.722 -8.085 17.238
H 32.520 -6.517 9.838
C 30.054 -4.728 12.640
H 33.509 -11.692 14.432
C 27.293 -9.569 15.825
H 23.043 -6.732 12.926
H 29.196 -11.305 15.990
H 28.908 -6.622 15.619
H 34.091 -7.257 12.542
H 24.475 -7.118 18.496
H 32.169 -7.505 11.316
H 26.841 -4.896 13.940
H 27.476 -11.636 21.517
C 24.966 -6.879 22.061
H 33.388 -10.564 15.766
H 23.444 -7.233 14.558
C 26.014 -5.101 14.620
H 31.908 -13.132 13.634
H 33.673 -4.656 9.723
C 25.825 -8.273 17.347
N 27.110 -7.129 15.624
C 30.060 -12.222 13.387
C 34.401 -6.384 11.968
C 21.690 -3.625 13.249
H 27.857 -11.687 13.035
H 28.262 -7.493 18.498
H 29.165 -7.854 17.261
H 28.120 -12.960 14.228
C 27.480 -4.890 16.671
H 25.440 -4.203 14.847
H 33.163 -5.715 14.559
H 32.542 -12.030 15.829
C 25.453 -6.939 18.049
C 26.712 -11.040 21.019
H 28.249 -4.551 15.977
H 30.125 -5.766 12.965
C 32.215 -6.505 10.884
C 32.198 -3.377 10.563
H 22.164 -8.081 13.634
C 28.251 -8.245 17.709
H 23.118 -5.727 22.815
H 32.333 -2.476 9.964
C 24.264 -8.506 13.114
H 26.122 -6.665 18.864
C 23.141 -7.601 13.578
H 23.102 -2.408 12.225
H 26.591 -10.366 12.236
H 28.275 -9.564 15.352
H 25.169 -4.912 17.360
C 31.481 -4.049 13.012
H 32.084 -8.575 15.569
H 28.717 -8.253 10.865
O 20.679 -3.322 12.372
C 33.422 -4.313 10.726
H 32.738 -9.456 13.173
O 26.291 -10.495 11.336
C 25.275 -5.908 16.932
H 23.869 -3.743 12.988
H 25.904 -11.005 21.750
H 24.672 -9.528 11.469
O 32.501 -6.005 13.928
O 29.863 -11.956 15.763
H 32.500 -11.578 12.177
N 30.336 -11.364 14.508
H 24.373 -6.111 16.353
C 27.156 -8.211 16.585
H 30.816 -14.211 12.780
H 26.283 -12.732 18.288
H 29.683 -10.734 11.685
H 25.415 -5.776 14.010
O 22.100 -7.523 17.699
H 31.014 -3.933 15.170
H 30.260 -8.978 15.429
C 26.508 -5.841 15.955
H 30.918 -2.289 11.971
H 35.117 -5.873 12.612
C 33.120 -5.572 11.675
O 23.883 -9.227 11.927
H 22.136 -6.871 21.155
H 27.310 -10.508 16.378
N 32.653 -5.007 12.995
H 22.928 -7.395 22.687
C 31.560 -10.437 14.632
H 25.063 -8.397 16.576
C 30.897 -13.539 13.634
H 28.648 -9.169 18.129
H 25.014 -7.790 21.464
H 26.983 -4.023 17.106
H 30.556 -2.516 14.116
H 28.100 -5.328 17.453
H 26.618 -9.766 14.993
H 25.449 -6.127 21.437
H 31.163 -6.222 10.909
H 29.735 -4.769 11.599
H 21.722 -4.644 13.634
H 24.365 -9.201 13.948
C 31.709 -10.845 12.015
H 19.854 -3.542 12.811
H 31.214 -9.629 16.690
O 26.793 -12.066 18.755
C 31.803 -2.924 12.009
H 23.055 -4.032 11.513
H 32.056 -10.353 11.107
H 34.200 -3.754 11.247
H 25.615 -12.718 20.241
H 29.322 -4.245 13.286
H 21.548 -2.831 13.982
H 28.419 -7.983 12.324
*
```

As for the expectation value of S²: 0.75. For the frontier orbital gap (alpha / beta), the calculation gives 8.698 / 4.408 eV. The value obtained for the max |F| is 3.385 eV/A. For the LUMO energy (alpha / beta), the calculation gives -0.07387 / -0.23154 Ha.


# 4
Below is C14H26N6O6Sc as an isolated structure at a distorted geometry, with properties calculated with ωB97M-V with the def2-TZVPD basis set.

```
! wB97M-V def2-TZVPD RIJCOSX def2/J DEFGRID3
* xyz 1 1
H -0.013 -3.669 -3.707
C 1.979 -2.078 2.540
H -1.594 -2.920 -4.029
C 0.920 3.778 2.125
H 1.965 3.523 2.375
N 0.521 1.802 0.702
N 0.899 -0.151 -1.616
H -2.427 3.424 3.116
H -0.670 -3.256 -0.065
O -2.296 0.670 -0.609
O -2.236 3.172 -0.604
O -2.442 -2.219 -2.279
O 1.539 2.341 0.046
H -1.643 5.090 -2.075
C 1.861 -3.462 2.280
H 2.932 -0.625 -3.208
C 0.902 -1.040 -2.631
H 0.827 -4.975 1.079
H -2.187 2.071 4.200
C -1.670 2.759 3.541
H 0.928 4.504 1.296
H 3.311 -4.029 3.613
N 2.651 -4.333 2.932
H 0.480 4.264 3.003
H -0.119 -2.322 -4.849
H -0.565 3.598 -2.189
O 2.091 0.535 -1.519
H -2.316 3.385 -2.703
H -2.160 2.113 -0.619
C 1.135 -1.196 1.883
N 0.155 -1.694 1.072
H -2.564 0.324 -1.483
C 2.097 -1.274 -3.514
Sc -0.690 -0.175 0.012
H 1.204 -0.097 1.959
C -0.321 -1.771 -2.827
H -3.126 -2.077 -1.602
H -1.011 3.385 4.140
C -0.531 -2.730 -3.925
H 2.708 -1.679 3.248
C 0.913 -3.921 1.328
H 2.578 -5.320 2.763
H 1.855 1.366 -0.815
C -0.942 2.029 2.489
O -2.136 0.100 2.730
H 2.410 -2.332 -3.445
C -1.593 3.961 -2.102
C 0.157 2.548 1.782
H -3.122 3.451 -0.142
H 1.848 -1.073 -4.574
N -1.251 -1.553 -1.900
N -1.313 0.782 2.056
C 0.072 -3.004 0.719
*
```

The value obtained for the energy above the lowest of the compared OMol25 structures with the same formula, charge and spin is 17.3 kcal per mole. For the frontier orbital gap (alpha / beta), the calculation gives 4.785 / 4.784 eV. The value obtained for the max |F| is 3.929 eV/A. For the LUMO energy (alpha / beta), the calculation gives -0.13537 / -0.13535 Ha.


# 5
Below is a 2-piece molecular cluster, C4H9N2 overall at a distorted geometry, with properties calculated with ωB97M-V with the def2-TZVPD basis set.

```
! wB97M-V def2-TZVPD RIJCOSX def2/J DEFGRID3
* xyz 1 1
N 1.348 0.401 0.564
H 0.353 -1.581 -1.615
C 1.016 -0.718 -1.703
H -1.831 1.100 -0.689
C 1.476 0.985 1.804
H -2.199 -1.557 0.374
C 1.135 -0.097 -0.451
C -2.458 -0.569 0.014
H 0.582 -0.024 -2.424
H 1.997 -1.045 -2.057
N -1.528 0.181 -0.368
H 2.534 1.150 2.021
H 1.048 0.324 2.561
H 0.949 1.941 1.818
H -3.518 -0.316 0.025
*
```

The value obtained for the energy above the lowest of the compared OMol25 structures with the same formula, charge and spin is 52.8 kcal per mole. For the frontier orbital gap, the calculation gives 11.095 eV. The value obtained for the max |F| is 3.500 eV/A. For the LUMO energy, the calculation gives -0.11276 Ha.


# 6
Below is C15H28ILaOP2 as an isolated structure at a distorted geometry, with properties calculated with ωB97M-V with the def2-TZVPD basis set.

```
! wB97M-V def2-TZVPD RIJCOSX def2/J DEFGRID3
* xyz 2 1
H 0.661 3.119 -2.408
H -1.542 -4.588 -0.043
C -0.988 1.349 3.735
H 0.419 4.851 1.160
H -2.278 -3.098 0.611
H 1.161 -4.694 -0.951
C 1.137 -3.609 -1.126
P 0.097 -2.790 0.141
H 2.160 -3.210 -1.041
C 0.716 -0.138 4.659
H -1.517 4.776 -0.462
H 2.020 3.089 -1.244
C -2.162 0.105 0.156
C 0.678 -3.700 1.622
H 0.994 4.549 -1.378
H 1.476 -0.913 4.479
C -1.286 1.779 5.032
C 0.382 0.263 5.950
H 0.509 0.914 -4.749
H -2.413 3.464 0.366
H -0.369 -1.088 2.067
P -0.119 2.844 -0.077
H -2.102 3.356 -1.382
H -2.014 2.577 5.188
H 1.722 -3.427 1.814
H -0.954 1.445 7.171
O -3.313 0.001 0.185
H 0.624 -4.784 1.468
C -0.660 1.188 6.146
C 0.580 3.781 1.324
H -1.548 1.712 2.866
C 0.292 -0.205 2.206
H 0.726 -0.851 -4.832
H 1.397 0.060 -3.410
C -1.690 3.695 -0.425
H 0.094 -3.423 2.506
C -1.573 -3.494 -0.131
La 0.285 0.023 -0.356
H 0.937 -0.138 6.804
H 1.374 -0.496 2.098
C 0.994 3.451 -1.414
H 0.769 -3.401 -2.139
H 1.655 3.577 1.389
H 0.108 3.470 2.261
C 0.578 -0.004 -4.147
I -1.346 -0.292 -3.017
H -1.960 -3.220 -1.119
C 0.009 0.374 3.541
*
```

The value obtained for the energy above the lowest of the compared OMol25 structures with the same formula, charge and spin is 0.0 kcal per mole. For the frontier orbital gap, the calculation gives 5.469 eV. The value obtained for the max |F| is 5.621 eV/A. For the LUMO energy, the calculation gives -0.28193 Ha.


no.,electronic energy (Ha),molecular weight (g/mol)
1,-1501.0927,342.76
2,-1471.8127,290.26
3,-2301.8456,710.09
4,-2089.3837,419.35
5,-267.0151,85.13
6,-1674.9782,552.15